Molecular formula: C37H40O2P2Pb
Method: DFT, ωB97M-V/def2-TZVPD

Results
* relative energy (zero: lowest compared OMol25 entry of this formula, charge and spin): 677.6 kJ/mol
* gap between HOMO and LUMO (spin up / spin down): 5.44 / 5.44 eV
* HOMO (spin up / spin down): -6.11 / -6.11 eV

ORCA input file:
```
! wB97M-V def2-TZVPD RIJCOSX def2/J DEFGRID3
* xyz 0 1
Pb -2.23 -2.25 1.08
C -1.15 -6.18 1.52
C -0.19 -5.94 0.61
C -0.17 -6.48 -0.76
C -1.48 -6.26 -1.55
C -2.18 -4.94 -1.34
C -3.03 -4.64 -0.33
C -3.54 -5.66 0.63
C -2.53 -6.67 1.25
C -0.61 -0.97 0.02
H -0.90 -6.14 2.59
H 0.77 -5.56 0.97
H 0.02 -7.57 -0.77
H 0.66 -6.05 -1.31
H -1.21 -6.29 -2.63
H -2.17 -7.11 -1.38
H -2.08 -4.27 -2.20
H -3.73 -3.80 -0.52
H -4.28 -6.30 0.11
H -4.08 -5.18 1.47
H -2.96 -6.94 2.23
H -2.49 -7.61 0.67
H -0.95 0.04 0.31
H -0.80 -1.07 -1.07
H 0.51 -0.92 0.20
P 1.04 -2.80 0.18
P -1.71 -1.72 -2.77
C 0.47 -3.29 -1.47
C -0.26 -2.73 -2.53
C 2.83 -2.74 0.18
C 3.44 -3.92 -0.26
C 4.82 -4.08 -0.15
C 5.61 -3.06 0.41
C 4.99 -1.87 0.81
C 3.61 -1.70 0.73
C 0.73 -3.32 1.94
C -0.64 -3.44 2.39
C -0.96 -3.25 3.76
C 0.02 -3.54 4.70
C 1.30 -3.87 4.26
C 1.69 -3.67 2.92
C -1.58 -0.83 -4.29
C -0.26 -0.54 -4.74
C -0.07 0.21 -5.89
C -1.18 0.70 -6.60
C -2.49 0.37 -6.20
C -2.70 -0.37 -5.04
C -3.43 -1.70 -2.24
C -3.79 -0.70 -1.30
C -5.00 -0.79 -0.60
C -5.91 -1.80 -0.93
C -5.67 -2.61 -2.04
C -4.42 -2.62 -2.66
H 1.01 -4.21 -1.78
H 0.04 -3.08 -3.54
H 2.83 -4.74 -0.66
H 5.28 -5.01 -0.48
H 6.68 -3.20 0.54
H 5.61 -1.07 1.22
H 3.12 -0.79 1.10
H -1.29 -4.14 1.81
H -1.95 -2.88 4.05
H -0.24 -3.50 5.76
H 2.01 -4.28 4.98
H 2.72 -3.84 2.63
H 0.60 -0.90 -4.16
H 0.95 0.43 -6.23
H -1.03 1.31 -7.49
H -3.35 0.71 -6.78
H -3.71 -0.60 -4.69
H -3.08 0.11 -1.12
H -5.23 -0.09 0.21
H -6.82 -1.93 -0.33
H -6.47 -3.27 -2.41
H -4.20 -3.34 -3.45
C -0.14 1.27 3.01
C -0.98 0.05 3.37
O -0.70 -0.47 4.47
O -1.89 -0.36 2.53
H -0.20 2.03 3.80
H -0.42 1.71 2.06
H 0.92 0.95 2.99
*
```

=====

Molecular formula: C6H14N3S
Method: DFT, ωB97M-V/def2-TZVPD

Results
* structure (SMILES): CN1CNC[NH2+][C@H]2SC[C@H]21
* relative energy (zero: lowest compared OMol25 entry of this formula, charge and spin): 315.0 kJ/mol
* gap between HOMO and LUMO: 9.42 eV
* HOMO: -12.50 eV

ORCA input file:
```
! wB97M-V def2-TZVPD RIJCOSX def2/J DEFGRID3
* xyz 1 1
C 0.01 -1.86 -0.60
N 0.35 -0.54 -0.12
C 1.13 0.23 -1.12
N 0.28 1.22 -1.74
C -0.56 1.99 -0.95
N -1.37 1.20 0.23
C -0.64 1.02 1.44
S -1.36 0.07 2.82
C -0.11 -1.16 2.27
C 0.55 -0.21 1.19
H -0.11 -1.86 -1.65
H 0.58 -2.66 -0.24
H -1.04 -2.16 -0.36
H 1.44 -0.49 -1.90
H 1.95 0.77 -0.54
H -0.18 0.75 -2.59
H -0.12 2.75 -0.37
H -1.32 2.54 -1.61
H -2.06 2.00 0.54
H -1.93 0.30 0.05
H -0.43 1.92 1.97
H -0.52 -2.04 1.87
H 0.58 -1.48 3.05
H 1.44 0.22 1.59
*
```

=====

Molecular formula: C3H11N2
Method: DFT, ωB97M-V/def2-TZVPD

Results
* relative energy (zero: lowest compared OMol25 entry of this formula, charge and spin): 269.9 kJ/mol
* gap between HOMO and LUMO: 10.78 eV
* HOMO: -14.22 eV

ORCA input file:
```
! wB97M-V def2-TZVPD RIJCOSX def2/J DEFGRID3
* xyz 1 1
C 1.57 -2.22 -0.58
N 0.74 -1.61 -1.41
H 1.53 -1.97 0.47
H 2.09 -3.12 -0.83
H -1.07 0.81 -0.86
H 0.30 -2.31 -1.98
C -1.39 0.21 1.10
N -0.50 0.73 -0.05
C 0.23 1.99 0.19
H -1.23 0.76 2.07
H -1.09 -0.82 1.15
H -2.37 0.43 0.60
H 0.14 -0.04 -0.37
H -0.67 2.72 0.16
H 0.77 2.05 1.05
H 0.95 2.39 -0.70
*
```

=====

Molecular formula: C19H14FN3O2
Method: DFT, ωB97M-V/def2-TZVPD

Results
* structure (SMILES): COc1ccc(C2=c3cc(F)ccc3=NC(c3ccco3)=NN2)cc1
* gap between HOMO and LUMO: 5.26 eV
* HOMO: -6.50 eV

ORCA input file:
```
! wB97M-V def2-TZVPD RIJCOSX def2/J DEFGRID3
* xyz 0 1
C -5.78 2.97 1.37
O -4.48 3.56 1.09
C -3.41 2.72 0.81
C -2.11 3.21 1.04
C -1.01 2.41 0.76
C -1.19 1.12 0.25
C -0.02 0.26 0.03
C 1.03 0.55 -0.83
C 0.98 1.77 -1.55
C 2.09 2.20 -2.29
F 2.11 3.41 -2.88
C 3.23 1.39 -2.46
C 3.22 0.15 -1.87
C 2.15 -0.27 -1.07
N 2.38 -1.47 -0.63
C 1.66 -2.37 0.16
C 2.23 -3.71 0.34
C 3.46 -4.13 -0.14
C 3.71 -5.41 0.47
C 2.60 -5.69 1.25
O 1.67 -4.67 1.14
N 0.54 -2.07 0.83
N -0.16 -0.92 0.76
C -2.47 0.61 0.06
C -3.58 1.42 0.32
H -6.51 3.75 1.64
H -5.69 2.26 2.21
H -6.16 2.51 0.48
H -1.92 4.21 1.49
H -0.01 2.81 0.90
H 0.13 2.42 -1.51
H 4.09 1.80 -3.01
H 4.08 -0.52 -1.96
H 4.17 -3.57 -0.78
H 4.63 -5.98 0.49
H 2.50 -6.56 1.84
H -0.96 -0.84 1.40
H -2.68 -0.36 -0.33
H -4.55 1.03 0.15
*
```

=====

Molecular formula: C6H7NaO6Rb
Method: DFT, ωB97M-V/def2-TZVPD

Results
* relative energy (zero: lowest compared OMol25 entry of this formula, charge and spin): 453.7 kJ/mol
* gap between HOMO and LUMO: 6.80 eV
* HOMO: -10.15 eV

ORCA input file:
```
! wB97M-V def2-TZVPD RIJCOSX def2/J DEFGRID3
* xyz 1 1
Na -3.41 1.43 -1.79
O -1.99 1.64 -0.02
O -1.60 -0.50 0.98
C -2.27 -1.67 0.51
C -1.93 -1.68 -0.97
O -1.85 -0.28 -1.27
C -1.50 0.40 -0.07
H -1.89 -2.54 1.05
H -3.36 -1.57 0.67
H -2.71 -2.10 -1.61
H -0.94 -2.14 -1.16
Rb 8.37 0.29 1.35
O 4.27 1.65 -0.10
O 2.09 1.17 -0.25
C 1.00 0.68 0.36
C -0.24 1.24 -0.19
O 3.41 0.21 1.36
C 3.35 0.97 0.38
H 1.10 -0.33 0.76
H -0.06 1.71 -1.16
H 0.16 1.44 1.19
*
```

=====

Molecular formula: C28H55BF5N2O4P
Method: DFT, ωB97M-V/def2-TZVPD

Results
* expectation value of S²: 2.01
* gap between HOMO and LUMO: 7.91 eV
* HOMO: -7.93 eV

ORCA input file:
```
! wB97M-V def2-TZVPD RIJCOSX def2/J DEFGRID3
* xyz 0 3
C 0.45 -3.65 -3.10
C -0.36 -3.77 -4.37
O -0.93 -2.51 -4.72
C -2.22 -2.32 -4.23
C -3.26 -3.08 -5.05
O -4.56 -2.55 -4.85
B -5.09 -2.65 -3.61
P -5.37 -4.34 -2.68
C -6.22 -5.47 -3.88
C -7.61 -4.88 -4.15
C -3.73 -5.04 -2.12
C -3.43 -6.48 -2.58
C -5.63 -1.34 -2.80
F -7.00 -1.45 -2.79
F -5.21 -1.37 -1.50
C -5.33 0.05 -3.39
F -4.09 0.44 -3.04
F -5.47 0.08 -4.72
F -6.19 0.96 -2.86
H 1.17 -2.85 -3.16
H -0.21 -3.45 -2.25
H 0.94 -4.60 -2.90
H -1.12 -4.54 -4.25
H 0.31 -4.03 -5.19
H -2.44 -1.27 -4.37
H -2.29 -2.57 -3.16
H -3.22 -4.16 -4.88
H -2.99 -2.92 -6.09
H -5.71 -5.56 -4.84
H -6.31 -6.44 -3.41
H -7.96 -4.38 -3.25
H -7.55 -4.12 -4.92
H -8.33 -5.65 -4.40
H -3.77 -5.02 -1.04
H -2.89 -4.41 -2.38
H -3.09 -7.05 -1.72
H -2.63 -6.52 -3.30
H -4.29 -7.00 -2.98
C 2.97 -1.07 1.78
C 3.48 -0.87 0.34
C 4.22 0.46 0.22
C 3.29 1.68 0.24
C 2.19 1.54 -0.81
C 1.42 0.23 -0.69
N 2.35 -0.94 -0.64
O 2.78 -1.23 -1.82
C 0.51 0.27 0.55
C 0.48 0.08 -1.89
C 4.45 -2.02 0.07
H 3.70 -1.60 2.38
H 2.77 -0.12 2.30
H 2.05 -1.66 1.80
H 4.80 0.47 -0.71
H 4.95 0.53 1.04
H 2.86 1.82 1.23
H 3.88 2.58 0.04
H 1.50 2.38 -0.73
H 2.64 1.61 -1.80
H 0.03 -0.69 0.71
H -0.28 1.01 0.40
H 1.03 0.56 1.46
H 1.01 0.14 -2.84
H -0.26 0.87 -1.87
H -0.04 -0.88 -1.85
H 3.94 -2.98 0.12
H 5.23 -2.00 0.83
H 4.93 -1.93 -0.90
C 2.87 3.64 6.46
C 3.41 3.94 5.04
C 4.12 5.30 5.03
C 3.17 6.49 5.09
C 2.10 6.38 4.00
C 1.36 5.05 4.02
N 2.32 3.90 4.03
O 2.80 3.71 2.85
C 0.41 4.99 5.23
C 0.46 4.95 2.79
C 4.43 2.84 4.74
H 3.60 3.09 7.05
H 2.63 4.54 7.02
H 1.97 3.02 6.42
H 4.72 5.37 4.12
H 4.82 5.34 5.87
H 2.70 6.56 6.08
H 3.73 7.41 4.95
H 1.38 7.19 4.11
H 2.58 6.52 3.03
H -0.05 4.01 5.31
H -0.39 5.72 5.09
H 0.89 5.23 6.17
H 1.02 5.08 1.86
H -0.30 5.72 2.83
H -0.04 3.98 2.74
H 3.94 1.86 4.71
H 5.19 2.83 5.52
H 4.93 3.00 3.79
*
```